[1]
{
  "formula": "C10H11N2O",
  "method": "wB97M-V/def2-TZVPD",
  "elements": ["C", "C", "C", "C", "C", "C", "C", "C", "C", "C", "N", "N", "O", "H", "H", "H", "H", "H", "H", "H", "H", "H", "H", "H"],
  "positions_angstrom": [[2.43, 1.77, -0.41], [3.41, 1.32, -1.29], [1.93, -0.08, -2.40], [1.26, 1.12, -0.39], [0.95, 0.25, -1.43], [-0.41, -0.10, -1.53], [0.18, 1.41, 0.66], [-1.52, -0.31, -2.10], [0.29, -1.00, 1.28], [-1.77, 0.28, 1.50], [3.13, 0.49, -2.33], [-0.45, 0.22, 0.96], [-0.27, 2.48, 1.00], [2.54, 2.49, 0.36], [4.45, 1.81, -1.16], [1.72, -0.82, -3.24], [-2.29, -0.90, -1.76], [-1.67, -0.29, -3.16], [0.73, -1.05, 2.28], [-0.26, -1.90, 1.24], [1.13, -0.94, 0.53], [-1.95, -0.04, 2.54], [-2.13, 1.34, 1.34], [-2.39, -0.34, 0.90]],
  "lowdin_charge": [0.03, -0.02, -0.02, -0.10, -0.18, 0.13, -0.36, 0.15, -0.01, -0.03, 0.11, -0.16, 0.16, 0.13, 0.16, 0.17, 0.09, 0.13, 0.11, 0.09, 0.11, 0.12, 0.13, 0.08],
  "e_above_lowest_kcal_mol": 81.5,
  "charge": 1,
  "orbital_gap_ev": [7.372, 7.374],
  "homo_energy_ev": [-13.7, -13.7],
  "spin_multiplicity": 1
}



[2]
{
  "formula": "C10H11N3O4PtS",
  "method": "wB97M-V/def2-TZVPD",
  "elements": ["Pt", "O", "C", "O", "C", "C", "C", "C", "C", "N", "C", "O", "O", "H", "H", "H", "C", "N", "C", "S", "N", "C", "H", "H", "H", "H", "H", "H", "H", "H"],
  "positions_angstrom": [[0.85, -0.04, 1.21], [1.95, -3.48, -0.55], [1.71, -2.37, -0.16], [0.98, -2.06, 0.88], [2.28, -1.17, -0.93], [3.09, -1.17, -2.05], [3.47, 0.06, -2.57], [3.06, 1.26, -2.00], [2.25, 1.19, -0.88], [1.91, 0.00, -0.41], [1.66, 2.35, -0.06], [1.88, 3.49, -0.41], [0.94, 1.98, 0.96], [3.39, -2.11, -2.48], [4.11, 0.08, -3.45], [3.35, 2.22, -2.39], [-2.00, 2.36, 2.28], [-2.48, 1.03, 1.93], [-1.88, -0.11, 2.28], [-0.42, -0.11, 3.22], [-2.45, -1.25, 1.91], [-1.92, -2.59, 2.17], [-2.80, 3.07, 2.07], [-1.11, 2.63, 1.72], [-1.77, 2.40, 3.34], [-3.24, 0.98, 1.28], [-3.25, -1.20, 1.28], [-1.07, -2.81, 1.52], [-2.72, -3.30, 2.00], [-1.59, -2.65, 3.20]],
  "lowdin_charge": [1.00, 0.09, -0.57, -0.22, -0.15, 0.03, -0.02, 0.03, -0.15, -0.05, -0.57, 0.09, -0.22, 0.13, 0.11, 0.13, -0.08, -0.04, -0.76, 0.62, -0.04, -0.08, 0.09, 0.06, 0.07, 0.14, 0.14, 0.06, 0.09, 0.07],
  "e_above_lowest_kcal_mol": 0.0,
  "orbital_gap_ev": 8.365,
  "homo_energy_ev": -8.6,
  "spin_multiplicity": 1
}



[3]
{
  "formula": "C10H11N5O4",
  "method": "wB97M-V/def2-TZVPD",
  "elements": ["C", "C", "N", "C", "C", "C", "H", "H", "H", "H", "H", "H", "H", "H", "H", "O", "N", "C", "C", "C", "N", "O", "O", "N", "C", "N", "C", "O", "H", "H"],
  "positions_angstrom": [[1.96, -1.71, 0.10], [0.49, -1.70, 0.14], [-0.15, -0.55, 0.11], [-1.60, -0.68, 0.08], [-1.82, -2.19, 0.13], [-0.42, -2.86, 0.19], [2.32, -2.73, 0.23], [2.33, -1.34, -0.86], [2.36, -1.09, 0.91], [-2.06, -0.15, 0.93], [-2.03, -0.24, -0.83], [-2.42, -2.46, 1.00], [-2.35, -2.52, -0.77], [-0.22, -3.53, -0.65], [-0.25, -3.44, 1.11], [1.25, 0.14, 2.55], [0.73, 1.28, 2.42], [0.21, 1.68, 1.14], [0.47, 0.73, 0.00], [-0.03, 1.42, -1.20], [0.17, 0.98, -2.49], [0.44, -0.10, -2.99], [0.00, 2.11, -3.33], [-0.29, 3.26, -2.58], [-0.28, 2.82, -1.28], [-0.42, 3.59, -0.21], [-0.22, 3.00, 0.98], [0.65, 2.10, 3.37], [1.56, 0.58, -0.10], [-0.37, 3.61, 1.87]],
  "lowdin_charge": [0.01, -0.18, 0.03, -0.07, -0.11, -0.07, 0.10, 0.12, 0.10, 0.14, 0.14, 0.12, 0.12, 0.14, 0.14, -0.01, -0.34, -0.12, -0.17, -0.07, -0.19, 0.03, 0.00, 0.15, -0.33, 0.09, -0.05, 0.01, 0.16, 0.13],
  "e_above_lowest_kcal_mol": 0.0,
  "orbital_gap_ev": 7.217,
  "homo_energy_ev": -8.0,
  "spin_multiplicity": 1
}



[4]
{
  "formula": "C10H11NO",
  "method": "wB97M-V/def2-TZVPD",
  "elements": ["C", "C", "C", "C", "C", "C", "C", "C", "C", "C", "N", "O", "H", "H", "H", "H", "H", "H", "H", "H", "H", "H", "H"],
  "positions_angstrom": [[-1.17, 2.38, -0.11], [2.34, -2.15, 0.22], [2.10, 0.48, -0.03], [0.83, 0.77, 0.21], [-0.24, 1.62, 0.01], [1.78, -0.96, 0.21], [-0.77, -1.04, 0.07], [3.38, 1.09, -0.32], [-3.38, -0.66, 0.14], [-2.02, -0.71, 0.84], [0.41, -0.56, 0.61], [-0.73, -1.75, -0.87], [-2.09, 2.88, -0.17], [3.45, -2.24, 0.06], [4.15, 0.32, -0.18], [3.70, 1.89, 0.38], [3.50, 1.40, -1.40], [-3.12, -0.67, -1.09], [-3.87, 0.28, 0.30], [-3.85, -1.62, 0.30], [-2.01, -1.54, 1.58], [-1.77, 0.38, 1.25], [1.75, -2.96, 0.56]],
  "lowdin_charge": [0.13, 0.07, -0.14, -0.19, -0.10, -0.21, -0.50, -0.03, -0.10, -0.18, 0.11, 0.16, 0.03, 0.08, 0.08, 0.10, 0.11, 0.14, 0.05, 0.06, 0.13, 0.13, 0.05],
  "e_above_lowest_kcal_mol": 24.4,
  "orbital_gap_ev": [6.537, 6.831],
  "homo_energy_ev": [-5.7, -9.2],
  "spin_multiplicity": 3
}



[5]
{
  "formula": "C10H11NO2S",
  "method": "wB97M-V/def2-TZVPD",
  "elements": ["C", "C", "C", "C", "C", "C", "C", "C", "C", "C", "N", "O", "O", "S", "H", "H", "H", "H", "H", "H", "H", "H", "H", "H", "H"],
  "positions_angstrom": [[-1.62, -2.19, 0.24], [1.97, 0.65, 1.14], [1.53, 0.12, -1.17], [0.65, 1.07, 1.26], [0.27, 0.64, -1.09], [2.39, 0.16, -0.11], [-0.12, 1.15, 0.16], [3.79, -0.39, -0.42], [-2.67, 0.74, 1.52], [-2.39, -1.37, -0.55], [-0.83, -2.77, 0.86], [-2.73, 1.20, -0.99], [-3.66, -1.34, -0.96], [-1.95, 1.71, 0.22], [2.63, 0.79, 1.93], [1.82, -0.22, -2.16], [0.21, 1.17, 2.29], [-0.35, 0.77, -1.97], [3.82, -1.50, -0.25], [3.99, -0.21, -1.58], [4.51, 0.01, 0.28], [-3.59, 0.34, 1.25], [-2.15, 0.48, 2.38], [-1.79, -0.63, -1.05], [-3.72, -0.37, -1.23]],
  "lowdin_charge": [-0.23, -0.01, -0.07, -0.10, -0.09, -0.26, -0.33, -0.05, -0.12, -0.23, 0.14, -0.58, 0.03, 0.96, 0.10, 0.12, 0.13, 0.12, 0.09, 0.12, 0.06, 0.01, 0.01, 0.06, 0.10],
  "e_above_lowest_kcal_mol": 102.0,
  "orbital_gap_ev": [6.768, 8.798],
  "homo_energy_ev": [-7.9, -8.9],
  "spin_multiplicity": 1
}